Record 1
Molecular formula: C32H80N2O13
Method: DFT, the ωB97M-V functional and the def2-TZVPD basis

Last column: Mulliken charge in e.
CARTESIAN COORDINATES (ANGSTROEM)
C1 4.283 -3.279 -0.842  -0.453
C2 3.532 -2.150 -1.521  -0.614
O1 2.126 -2.485 -1.695  -0.130
O2 4.359 -4.332 -1.811  -0.583
H1 3.732 -3.703 0.056  0.180
H2 5.300 -2.902 -0.656  0.343
H3 4.017 -1.954 -2.430  0.660
H4 3.600 -1.300 -0.840  0.089
H5 1.929 -3.029 -2.442  0.214
H6 4.757 -5.060 -1.388  0.275
C3 -6.787 2.712 1.083  -0.601
C4 -5.648 1.715 1.015  0.029
O3 -5.125 1.787 -0.331  -0.585
O4 -7.274 2.855 2.462  -0.552
H7 -7.552 2.421 0.356  0.382
H8 -6.379 3.693 0.857  0.214
H9 -6.038 0.732 1.226  0.160
H10 -4.923 1.853 1.778  0.297
H11 -4.419 1.146 -0.426  0.219
H12 -8.226 2.721 2.498  0.309
C5 2.399 -4.210 -5.161  -0.459
C6 1.608 -5.420 -5.579  -0.482
O5 2.404 -6.595 -5.213  -0.541
O6 2.541 -4.170 -3.755  -0.289
H13 1.943 -3.268 -5.489  0.342
H14 3.352 -4.376 -5.666  0.281
H15 1.553 -5.504 -6.653  0.360
H16 0.641 -5.495 -5.137  0.285
H17 2.500 -6.455 -4.266  0.302
H18 3.389 -4.472 -3.453  0.178
C7 -1.908 0.543 -1.750  -0.212
C8 -0.505 -0.130 -1.839  0.923
O7 -0.653 -1.451 -1.476  -0.363
O8 -2.461 0.170 -0.424  -0.039
H19 -2.575 0.136 -2.506  0.582
H20 -2.006 1.635 -1.826  -0.799
H21 0.213 0.403 -1.156  -0.926
H22 -0.057 -0.105 -2.839  0.669
H23 0.252 -1.857 -1.415  0.122
H24 -2.830 -0.705 -0.559  0.111
C9 0.829 -5.251 -0.235  -0.301
C10 -0.119 -6.357 0.143  -0.523
O9 0.325 -7.534 -0.516  -0.507
H25 0.811 -5.079 -1.276  0.214
H26 1.886 -5.600 -0.035  0.229
H27 0.680 -4.353 0.343  0.004
H28 -1.101 -6.065 -0.229  0.227
H29 -0.223 -6.539 1.247  0.363
H30 -0.079 -8.213 0.030  0.313
C11 -2.936 5.027 -0.360  -0.586
C12 -3.132 4.311 -1.711  1.027
O10 -4.500 4.241 -2.025  -0.597
H31 -1.889 5.295 -0.218  0.039
H32 -3.216 4.405 0.546  0.104
H33 -3.487 5.926 -0.246  0.392
H34 -2.689 3.313 -1.820  -0.702
H35 -2.626 4.843 -2.525  0.314
H36 -4.811 3.511 -1.446  0.335
C13 -5.810 -2.038 -0.484  -0.849
C14 -4.713 -3.029 -0.889  -0.395
O11 -3.434 -2.507 -0.314  -0.380
H37 -6.768 -2.472 -0.805  0.429
H38 -5.616 -1.054 -0.940  0.094
H39 -5.819 -1.795 0.575  0.233
H40 -4.582 -3.024 -1.977  0.340
H41 -4.931 -4.031 -0.511  0.338
H42 -2.717 -3.123 -0.586  0.116
C15 4.179 6.311 0.000  -1.922
C16 2.929 5.459 -0.452  1.316
C17 2.637 5.690 -2.004  -1.434
C18 1.509 4.746 -2.481  -0.187
C19 1.930 3.285 -2.206  -1.149
C20 2.308 3.002 -0.756  2.034
N1 3.213 4.089 -0.240  0.236
O12 3.623 3.877 1.110  -0.495
C21 1.046 2.771 0.073  -0.181
C22 3.114 1.783 -0.676  -1.604
C23 1.715 5.994 0.342  -1.282
H43 4.273 6.194 1.084  0.450
H44 3.952 7.366 -0.150  0.419
H45 5.189 6.104 -0.364  0.348
H46 2.292 6.682 -2.122  0.534
H47 3.602 5.534 -2.493  0.366
H48 1.189 4.849 -3.513  0.477
H49 0.595 4.977 -1.931  -0.007
H50 2.839 3.071 -2.851  0.347
H51 1.223 2.453 -2.402  0.268
H52 0.463 1.903 -0.256  -0.575
H53 1.180 2.629 1.178  0.239
H54 0.310 3.568 -0.163  -0.267
H55 3.387 1.581 0.406  0.425
H56 2.457 0.936 -1.033  -0.186
H57 4.001 1.851 -1.295  0.647
H58 1.854 5.640 1.389  0.304
H59 0.796 5.545 -0.013  0.029
H60 1.592 7.070 0.293  0.466
H61 4.540 3.678 1.054  0.360
C24 0.317 -2.877 4.484  -1.647
C25 1.228 -1.666 4.369  1.576
C26 2.045 -1.921 3.020  -1.508
C27 1.251 -1.620 1.748  1.471
C28 0.563 -0.255 1.823  0.088
C29 -0.316 -0.050 3.050  1.687
N2 0.479 -0.408 4.269  0.076
O13 -0.324 -0.338 5.439  -0.501
C30 -0.702 1.419 3.277  -2.013
C31 -1.656 -0.932 2.819  -1.118
C32 2.196 -1.670 5.559  -1.714
H62 -0.290 -3.041 3.575  0.231
H63 -0.342 -2.806 5.361  0.366
H64 0.914 -3.788 4.607  0.491
H65 2.891 -1.173 3.049  0.217
H66 2.406 -2.942 3.142  0.568
H67 0.520 -2.416 1.599  -0.468
H68 1.850 -1.600 0.791  -0.805
H69 -0.074 -0.125 0.944  -0.527
H70 1.309 0.536 1.826  0.176
H71 -1.232 1.563 4.215  0.417
H72 0.108 2.132 3.411  0.412
H73 -1.369 1.741 2.482  0.329
H74 -2.258 -0.870 3.775  0.460
H75 -2.304 -0.432 2.048  -0.067
H76 -1.555 -1.965 2.537  0.178
H77 1.554 -1.735 6.476  0.356
H78 2.868 -0.797 5.519  0.405
H79 2.686 -2.642 5.395  0.345
H80 -1.096 -0.885 5.348  0.373

Results
SMILES string ... CC1(C)CCCC(C)(C)N1O.CC1(C)CCCC(C)(C)N1O.OCCO.OCCO.OCCO.OCCO.CCO.CCO.CCO
Frontier orbital gap ... 8.6691 eV
Net charge ... 0
Total energy ... -2354.6386 hartree
Spin multiplicity ... 1
Max |F| ... 2.84 eV/Å
HOMO energy ... -8.370 eV


Record 2
Molecular formula: C32H80O14
Method: DFT, the ωB97M-V functional and the def2-TZVPD basis

Last column: Mulliken charge in e.
CARTESIAN COORDINATES (ANGSTROEM)
C1 -1.433 -1.888 2.712  -0.195
C2 0.114 -1.491 3.120  -0.258
C3 0.636 -0.330 2.077  0.854
C4 0.409 1.210 2.596  -0.519
C5 0.107 2.299 1.395  -0.324
C6 -1.182 1.926 0.448  0.282
C7 -0.817 1.894 -1.182  -0.788
C8 0.368 0.820 -1.546  -0.384
C9 -0.131 -0.513 -2.364  -0.205
C10 -1.275 -1.407 -1.604  -0.249
C11 -2.813 -0.867 -1.779  0.557
C12 -3.906 -2.123 -1.615  -0.578
C13 -4.205 -2.524 -0.054  0.041
C14 -5.688 -2.103 0.503  -0.795
C15 -5.990 -0.469 0.444  0.563
C16 -6.191 0.289 -0.852  -0.246
C17 -6.454 1.934 -0.872  0.271
O1 -6.977 2.491 -1.968  -0.560
C18 -6.002 2.761 0.495  -0.328
C19 -5.803 2.044 1.818  -0.352
C20 -6.099 0.428 1.822  0.349
O2 -6.474 -0.131 2.976  -0.574
H1 -1.828 -1.111 1.908  -0.393
H2 -1.506 -2.990 2.320  0.225
H3 -2.188 -1.818 3.632  0.340
H4 0.790 -2.433 2.949  0.294
H5 0.091 -1.098 4.222  -0.132
H6 0.099 -0.527 1.055  -1.006
H7 1.783 -0.490 1.912  0.403
H8 -0.483 1.178 3.386  0.214
H9 1.407 1.531 3.160  0.219
H10 1.064 2.532 0.720  0.284
H11 -0.128 3.332 1.946  -0.066
H12 -1.761 0.959 0.788  -0.383
H13 -1.956 2.823 0.560  0.329
H14 -0.360 2.975 -1.401  0.345
H15 -1.768 1.798 -1.862  0.259
H16 1.032 0.558 -0.590  0.305
H17 1.118 1.391 -2.278  0.128
H18 0.829 -1.216 -2.459  -0.170
H19 -0.404 -0.218 -3.476  0.245
H20 -1.046 -1.600 -0.458  -0.106
H21 -1.244 -2.488 -2.109  0.381
H22 -3.012 -0.003 -1.001  -0.167
H23 -2.898 -0.427 -2.881  -0.156
H24 -3.347 -3.062 -2.096  0.348
H25 -4.860 -1.952 -2.276  0.021
H26 -4.112 -3.707 0.036  0.384
H27 -3.385 -2.040 0.627  -0.312
H28 -6.581 -2.732 0.039  0.337
H29 -5.700 -2.371 1.666  0.313
H30 -6.169 -0.251 -1.891  0.220
H31 -5.845 3.929 0.384  0.322
H32 -5.463 2.644 2.768  0.328
C21 -5.046 -0.910 -5.580  -0.498
O3 -5.940 -1.128 -4.504  -0.458
H33 -4.028 -0.852 -5.189  0.146
H34 -5.116 -1.740 -6.287  0.288
H35 -5.297 0.030 -6.078  0.262
H36 -6.835 -1.175 -4.881  0.282
C22 1.191 5.679 3.391  -0.322
O4 -0.007 4.989 3.693  -0.503
H37 1.371 5.626 2.314  0.296
H38 1.095 6.726 3.690  -0.064
H39 2.025 5.213 3.921  0.333
H40 -0.140 5.054 4.654  0.264
C23 2.446 -2.091 -4.594  -0.566
O5 1.812 -0.896 -5.009  -0.380
H41 1.736 -2.689 -4.017  0.086
H42 2.768 -2.658 -5.471  0.366
H43 3.308 -1.849 -3.967  0.316
H44 2.465 -0.387 -5.517  0.269
C24 0.844 -1.476 7.464  -0.599
O6 0.823 -0.406 6.537  -0.463
H45 0.279 -2.315 7.050  0.233
H46 1.876 -1.787 7.640  0.250
H47 0.383 -1.157 8.402  0.301
H48 1.332 0.323 6.932  0.277
C25 -0.578 2.177 -5.707  -0.493
O7 0.625 2.594 -5.089  -0.515
H49 -0.970 2.998 -6.312  0.294
H50 -0.379 1.316 -6.351  0.274
H51 -1.310 1.911 -4.941  0.147
H52 0.949 1.846 -4.559  0.245
C26 2.013 -5.605 -2.053  -0.320
O8 2.615 -5.112 -3.236  -0.500
H53 2.096 -4.847 -1.270  0.184
H54 0.958 -5.818 -2.241  0.288
H55 2.528 -6.514 -1.733  0.103
H56 2.526 -5.805 -3.912  0.274
C27 -0.731 8.822 4.948  -0.552
O9 0.306 9.303 4.112  -0.496
H57 -0.355 7.981 5.534  0.213
H58 -1.055 9.618 5.623  0.310
H59 -1.571 8.488 4.333  0.278
H60 -0.058 10.048 3.605  0.281
C28 3.850 -2.125 5.247  -0.459
O10 3.513 -0.751 5.191  -0.485
H61 4.929 -2.232 5.117  0.262
H62 3.560 -2.533 6.219  0.185
H63 3.334 -2.661 4.446  0.201
H64 2.550 -0.688 5.309  0.314
C29 4.059 -8.406 0.170  -0.612
O11 4.119 -7.654 -1.028  -0.486
H65 3.032 -8.401 0.542  0.249
H66 4.366 -9.436 -0.030  0.274
H67 4.718 -7.957 0.917  0.282
H68 5.042 -7.677 -1.334  0.265
C30 4.171 3.250 -5.291  -0.606
O12 3.732 1.911 -5.156  -0.475
H69 5.255 3.256 -5.427  0.239
H70 3.694 3.704 -6.164  0.261
H71 3.915 3.811 -4.390  0.246
H72 2.768 1.937 -5.037  0.326
C31 5.691 -8.069 -4.801  -0.514
O13 4.493 -8.760 -4.499  -0.495
H73 5.871 -8.123 -5.877  0.250
H74 5.595 -7.023 -4.501  0.227
H75 6.525 -8.536 -4.270  0.242
H76 4.360 -8.695 -3.538  0.291
C32 4.254 8.547 4.334  -0.493
O14 3.360 8.329 5.410  -0.501
H77 5.272 8.605 4.725  0.233
H78 4.184 7.717 3.627  0.229
H79 4.003 9.486 3.836  0.231
H80 2.465 8.281 5.033  0.278

Results
Frontier orbital gap ... 8.0461 eV
Net charge ... 0
Total energy ... -2319.9514 hartree
Spin multiplicity ... 1
Max |F| ... 8.09 eV/Å
HOMO energy ... -9.542 eV


Record 3
Molecular formula: C32H82FIN2O20
Method: DFT, the ωB97M-V functional and the def2-TZVPD basis

Last column: Mulliken charge in e.
CARTESIAN COORDINATES (ANGSTROEM)
C1 6.344 -0.939 2.417  -0.838
C2 5.113 0.104 2.722  -0.290
C3 3.964 0.056 1.519  0.297
O1 2.871 1.021 1.703  -0.426
C4 2.634 1.810 0.452  -0.486
C5 1.746 0.890 -0.599  1.639
C6 2.688 0.607 -1.953  -0.445
C7 3.216 1.974 -2.683  -0.014
F1 2.155 2.877 -3.185  -0.356
O2 0.524 1.517 -1.086  -0.194
C8 -0.709 0.970 -0.521  -1.224
C9 -0.705 0.737 1.108  0.260
C10 -2.097 1.302 1.845  -0.610
C11 -2.978 0.102 2.554  0.409
C12 -4.061 0.881 3.563  -0.407
O3 -5.160 1.517 2.765  -0.317
C13 -6.196 0.491 2.464  0.339
O4 -7.433 0.802 1.990  -0.580
C14 -1.321 -0.336 -1.371  0.663
C15 -2.039 0.369 -2.709  -0.406
C16 -1.827 -0.519 -4.086  0.025
O5 -0.683 -0.296 -4.783  -0.543
I1 -3.231 -1.974 -4.917  0.169
N1 -2.320 -0.989 -0.445  -0.166
C17 -3.282 -1.700 -1.117  0.595
O6 -4.478 -2.074 -1.651  -0.527
O7 -0.286 -1.221 -1.914  -0.204
C18 0.098 -2.299 -0.996  0.716
N2 1.604 -2.535 -1.246  -0.134
C19 -0.605 -3.771 -1.363  -0.548
O8 -1.151 -4.462 -0.183  -0.402
C20 -0.117 -5.206 0.554  -0.516
H1 7.088 -0.939 3.345  0.234
H2 6.887 -0.634 1.424  0.255
H3 5.903 -2.015 2.290  0.210
H4 4.634 -0.157 3.762  0.217
H5 5.583 1.193 2.769  0.195
H6 4.547 0.146 0.509  0.007
H7 3.494 -1.037 1.530  -0.245
H8 3.697 2.101 0.059  0.421
H9 2.035 2.812 0.684  -0.041
H10 1.630 -0.158 -0.095  -0.597
H11 1.996 -0.053 -2.666  0.051
H12 3.574 -0.125 -1.634  0.295
H13 3.829 1.622 -3.645  0.280
H14 4.009 2.593 -2.040  -0.137
H15 -1.538 1.814 -0.698  0.424
H16 0.171 1.331 1.660  0.217
H17 -0.579 -0.383 1.441  -0.174
H18 -1.809 2.072 2.694  0.289
H19 -2.810 1.862 1.090  0.084
H20 -3.641 -0.516 1.808  -0.189
H21 -2.351 -0.629 3.222  0.198
H22 -4.572 0.145 4.317  0.174
H23 -3.516 1.797 4.099  0.308
H24 -5.979 -0.659 2.603  0.171
H25 -3.142 0.704 -2.513  0.463
H26 -1.426 1.378 -2.894  0.230
H27 0.024 -2.034 0.147  -0.315
H28 1.779 -2.675 -2.275  -0.005
H29 1.930 -3.355 -0.686  0.282
H30 0.185 -4.486 -1.892  0.374
H31 -1.440 -3.576 -2.189  0.125
H32 0.223 -4.564 1.471  0.124
H33 0.824 -5.506 -0.074  0.271
H34 -0.621 -6.222 0.902  0.253
C21 2.908 6.182 -2.156  -0.654
O9 2.949 5.185 -1.152  -0.496
H35 3.241 7.131 -1.728  0.295
H36 3.573 5.902 -2.977  0.245
H37 1.885 6.290 -2.523  0.248
H38 2.648 4.356 -1.561  0.282
C22 4.110 -2.116 -4.206  -0.347
O10 3.076 -3.019 -3.859  -0.519
H39 5.017 -2.387 -3.660  0.225
H40 4.303 -2.177 -5.280  0.344
H41 3.814 -1.100 -3.935  0.022
H42 2.285 -2.754 -4.358  0.266
C23 -8.115 3.232 -1.120  -0.364
O11 -7.010 2.471 -0.670  -0.394
H43 -7.841 3.745 -2.045  -0.036
H44 -8.962 2.568 -1.313  0.273
H45 -8.383 3.971 -0.362  0.275
H46 -7.284 2.027 0.151  0.274
C24 7.323 -0.687 6.780  -0.503
O12 6.996 0.090 5.642  -0.442
H47 6.771 -1.629 6.737  0.257
H48 8.395 -0.895 6.784  0.233
H49 7.042 -0.144 7.685  0.214
H50 7.500 0.919 5.708  0.250
C25 -1.019 4.931 0.246  -0.653
O13 -2.053 4.029 0.594  -0.360
H51 -0.113 4.660 0.792  0.189
H52 -0.827 4.870 -0.828  0.273
H53 -1.315 5.948 0.517  0.349
H54 -2.844 4.294 0.094  0.258
C26 6.980 3.768 -2.043  -0.422
O14 6.610 2.405 -1.949  -0.442
H55 6.081 4.385 -1.983  0.084
H56 7.649 4.022 -1.218  0.278
H57 7.479 3.946 -2.999  0.271
H58 7.428 1.882 -2.005  0.276
C27 -4.357 -3.010 4.257  -0.567
O15 -3.021 -2.932 3.796  -0.416
H59 -4.524 -2.222 4.995  0.194
H60 -5.042 -2.872 3.418  0.239
H61 -4.526 -3.984 4.723  0.328
H62 -2.902 -3.643 3.143  0.254
C28 8.575 -0.799 10.543  -0.549
O16 7.514 0.021 10.089  -0.489
H63 9.406 -0.727 9.838  0.215
H64 8.905 -0.458 11.528  0.285
H65 8.236 -1.837 10.599  0.258
H66 6.791 -0.063 10.735  0.290
C29 -6.985 -1.651 -6.609  -0.480
O17 -6.861 -2.844 -7.361  -0.502
H67 -6.291 -0.907 -7.008  0.205
H68 -8.007 -1.273 -6.689  0.286
H69 -6.740 -1.851 -5.563  0.208
H70 -7.488 -3.485 -6.985  0.296
C30 -7.325 5.028 -4.885  -0.438
O18 -8.386 5.848 -5.338  -0.521
H71 -6.494 5.100 -5.590  0.263
H72 -6.995 5.369 -3.900  0.184
H73 -7.664 3.991 -4.828  0.208
H74 -9.109 5.764 -4.693  0.292
C31 2.399 -4.169 3.812  -0.591
O19 2.460 -3.799 2.447  -0.391
H75 2.536 -5.249 3.894  0.248
H76 3.194 -3.660 4.363  0.243
H77 1.424 -3.895 4.222  0.251
H78 2.335 -2.836 2.405  0.231
C32 -5.952 -5.332 -5.222  -0.534
O20 -4.670 -4.867 -5.601  -0.505
H79 -5.845 -6.030 -4.389  0.263
H80 -6.569 -4.486 -4.909  0.180
H81 -6.419 -5.844 -6.067  0.272
H82 -4.796 -4.249 -6.341  0.310

Results
Frontier orbital gap ... 8.6394 eV
Net charge ... 0
Total energy ... -3279.5800 hartree
Spin multiplicity ... 1
Max |F| ... 11.25 eV/Å
HOMO energy ... -8.845 eV